{
  "formula": "C18H15N5OS2W",
  "method": "ωB97M-V/def2-TZVPD",
  "species": ["W", "N", "C", "S", "N", "N", "C", "C", "C", "C", "C", "C", "C", "O", "H", "H", "H", "H", "H", "H", "H", "S", "C", "C", "C", "N", "C", "C", "C", "C", "C", "N", "C", "C", "H", "H", "H", "H", "H", "H", "H", "H"],
  "positions_angstrom": [[-0.670, -2.139, -1.370], [-1.505, -4.943, 1.713], [-1.623, -4.007, 0.773], [-0.855, -4.366, -0.817], [-2.237, -2.891, 1.003], [-2.237, -2.049, -0.108], [-3.305, -1.307, -0.259], [-3.601, -0.483, -1.379], [-4.776, 0.294, -1.342], [-5.149, 1.053, -2.427], [-4.364, 1.036, -3.581], [-3.210, 0.271, -3.654], [-2.832, -0.476, -2.558], [-1.693, -1.232, -2.647], [-1.120, -5.848, 1.508], [-1.953, -4.800, 2.606], [-4.030, -1.380, 0.547], [-5.385, 0.282, -0.447], [-6.049, 1.650, -2.391], [-4.663, 1.621, -4.440], [-2.607, 0.243, -4.551], [4.735, 0.986, 0.616], [3.269, 0.212, 0.197], [3.353, -0.899, -0.678], [2.220, -1.552, -1.043], [0.977, -1.172, -0.613], [0.895, -0.114, 0.246], [1.988, 0.587, 0.656], [4.196, 2.304, 1.685], [4.126, 2.098, 3.053], [3.719, 3.169, 3.841], [3.401, 4.360, 3.346], [3.497, 4.543, 2.033], [3.892, 3.546, 1.149], [4.309, -1.240, -1.052], [2.270, -2.409, -1.706], [-0.096, 0.151, 0.592], [1.862, 1.420, 1.333], [4.388, 1.148, 3.499], [3.647, 3.059, 4.916], [3.248, 5.530, 1.664], [3.968, 3.744, 0.088]],
  "forces_ev_per_angstrom": [[-0.1, -0.2, 0.1], [0.0, 0.0, 0.0], [0.0, 0.0, 0.0], [0.0, 0.1, 0.0], [0.0, 0.0, 0.0], [0.0, -0.1, 0.0], [0.0, 0.0, 0.0], [0.0, 0.0, 0.0], [0.0, 0.0, 0.0], [0.0, 0.0, 0.0], [0.0, 0.0, 0.0], [0.0, 0.0, 0.0], [0.0, 0.0, 0.0], [0.0, 0.1, 0.0], [0.0, 0.0, 0.0], [0.0, 0.0, 0.0], [0.0, 0.0, 0.0], [0.0, 0.0, 0.0], [0.0, 0.0, 0.0], [0.0, 0.0, 0.0], [0.0, 0.0, 0.0], [0.0, 0.0, 0.0], [0.0, 0.0, 0.0], [0.0, 0.0, 0.1], [0.0, 0.1, -0.2], [0.1, 0.0, 0.1], [0.0, 0.0, 0.0], [0.0, -0.1, 0.0], [0.0, 0.0, 0.0], [0.0, 0.0, 0.0], [0.0, 0.0, 0.0], [0.0, 0.0, 0.0], [0.0, 0.0, 0.0], [0.0, 0.0, 0.0], [0.0, 0.0, 0.0], [0.0, 0.0, 0.0], [0.0, 0.0, 0.0], [0.0, 0.0, 0.0], [0.0, 0.0, 0.0], [0.0, 0.0, 0.0], [0.0, 0.0, 0.0], [0.0, 0.0, 0.0]],
  "s_squared": 2.0228,
  "spin_multiplicity": 3,
  "e_above_lowest_kcal_mol": 0.0,
  "charge": 2,
  "energy_ev": -51887.9972
}

{
  "formula": "C18H16AlNO8",
  "method": "ωB97M-V/def2-TZVPD",
  "species": ["Al", "O", "C", "C", "C", "N", "C", "C", "C", "O", "O", "C", "O", "O", "H", "H", "H", "C", "C", "O", "C", "C", "C", "C", "C", "C", "O", "H", "H", "H", "H", "H", "H", "H", "C", "O", "C", "C", "H", "H", "H", "H", "H", "H"],
  "positions_angstrom": [[1.164, -0.436, -0.145], [1.522, 5.477, 0.553], [1.247, 4.139, 0.295], [1.926, 3.538, -0.825], [1.818, 2.177, -0.900], [0.996, 1.460, -0.146], [0.050, 2.038, 0.795], [0.447, 3.462, 1.134], [0.177, 1.042, 2.006], [-0.097, 1.386, 3.149], [0.553, -0.149, 1.662], [2.718, 1.242, -1.706], [3.504, 1.670, -2.538], [2.556, -0.002, -1.378], [2.255, 5.713, -0.023], [2.621, 4.090, -1.444], [0.065, 3.920, 2.037], [-2.261, -2.313, -1.282], [-0.823, -2.207, -0.866], [-0.293, -1.006, -1.028], [-0.103, -3.330, -0.406], [-0.674, -4.633, -0.435], [0.027, -5.759, -0.029], [1.337, -5.635, 0.423], [1.931, -4.368, 0.477], [1.252, -3.215, 0.098], [1.850, -2.048, 0.214], [-2.668, -1.304, -1.335], [-2.847, -2.899, -0.567], [-2.379, -2.786, -2.268], [-1.687, -4.749, -0.802], [-0.447, -6.734, -0.073], [1.897, -6.510, 0.735], [2.943, -4.245, 0.844], [-2.721, 2.352, 2.087], [-2.421, 2.651, 0.735], [-1.343, 2.032, 0.137], [-1.397, 2.240, -1.339], [-1.993, 2.777, 2.774], [-2.747, 1.272, 2.252], [-3.710, 2.773, 2.277], [-0.837, 3.137, -1.639], [-2.438, 2.358, -1.643], [-0.969, 1.386, -1.867]],
  "forces_ev_per_angstrom": [[0.1, 0.3, 0.2], [0.0, 0.1, 0.0], [0.0, 0.0, 0.0], [0.0, 0.0, 0.0], [0.0, -0.2, 0.2], [-0.2, 0.0, -0.2], [0.3, 0.0, 0.1], [0.0, -0.1, 0.1], [-0.5, -0.1, -0.1], [0.1, 0.1, 0.0], [0.1, 0.1, -0.2], [-0.1, 0.0, 0.0], [0.0, 0.0, 0.0], [0.0, 0.0, 0.0], [0.0, 0.0, 0.0], [0.0, 0.0, 0.0], [0.0, 0.0, 0.0], [0.0, 0.0, 0.0], [0.1, -0.1, 0.0], [-0.1, 0.0, 0.0], [0.0, 0.0, 0.0], [0.0, 0.0, 0.0], [0.0, 0.0, 0.0], [0.0, 0.1, 0.0], [-0.1, -0.1, 0.0], [-0.1, 0.1, 0.0], [0.1, -0.1, 0.0], [0.0, 0.0, 0.0], [0.0, 0.0, 0.0], [0.0, 0.0, 0.0], [0.0, 0.0, 0.0], [0.0, 0.0, 0.0], [0.0, 0.0, 0.0], [0.0, 0.0, 0.0], [0.1, -0.1, -0.1], [0.0, 0.1, 0.1], [0.0, -0.1, 0.1], [0.0, -0.1, -0.1], [0.1, 0.0, 0.0], [0.0, 0.0, 0.0], [0.0, 0.0, 0.0], [0.0, 0.0, 0.0], [0.0, 0.0, 0.0], [0.0, 0.0, 0.0]],
  "charge": -2,
  "energy_ev": -43398.2401
}

{
  "formula": "C18H16AsF5O8P2PdSTe",
  "method": "ωB97M-V/def2-TZVPD",
  "species": ["Pd", "S", "C", "C", "C", "C", "C", "C", "As", "C", "C", "C", "C", "C", "C", "C", "C", "C", "C", "C", "C", "H", "H", "H", "H", "H", "H", "H", "H", "H", "H", "H", "H", "H", "H", "O", "P", "O", "O", "O", "P", "O", "O", "O", "H", "H", "F", "Te", "F", "F", "F", "F", "O"],
  "positions_angstrom": [[0.194, -1.738, -1.258], [2.835, -1.293, -1.792], [3.084, 0.314, -1.201], [4.320, 0.928, -1.478], [4.596, 2.202, -1.038], [3.667, 2.907, -0.283], [2.445, 2.319, -0.006], [2.135, 1.040, -0.454], [0.296, 0.326, -0.175], [-0.606, 1.957, -0.780], [-1.089, 2.918, 0.101], [-1.681, 4.072, -0.382], [-1.796, 4.276, -1.746], [-1.316, 3.321, -2.629], [-0.722, 2.167, -2.151], [0.144, 0.416, 1.754], [-1.109, 0.389, 2.355], [-1.220, 0.309, 3.732], [-0.085, 0.265, 4.522], [1.167, 0.312, 3.930], [1.282, 0.371, 2.553], [5.036, 0.369, -2.061], [5.545, 2.658, -1.285], [3.886, 3.908, 0.062], [1.697, 2.853, 0.578], [-0.996, 2.750, 1.170], [-2.060, 4.817, 0.307], [-2.273, 5.171, -2.122], [-1.413, 3.477, -3.694], [-0.354, 1.405, -2.829], [-2.001, 0.376, 1.739], [-2.202, 0.251, 4.176], [-0.175, 0.173, 5.597], [2.059, 0.276, 4.543], [2.259, 0.360, 2.078], [-3.641, -2.446, -0.958], [-2.751, -1.745, 0.173], [-3.536, -1.415, 1.372], [-1.989, -0.615, -0.484], [-1.667, -2.951, 0.423], [-0.327, -3.036, 1.327], [0.087, -4.538, 1.077], [-0.533, -2.718, 2.740], [0.715, -2.136, 0.634], [-3.641, -3.410, -0.911], [0.199, -4.647, 0.104], [-0.531, -3.495, -3.945], [-1.390, -3.719, -2.101], [-1.013, -5.587, -2.674], [-2.488, -5.004, -0.862], [-3.084, -4.343, -3.342], [-0.301, -0.977, -2.966], [0.337, -3.839, -1.438]],
  "forces_ev_per_angstrom": [[3.6, 1.7, 0.5], [-2.1, -0.8, 0.3], [-0.5, 0.6, 0.5], [-0.3, -0.4, -0.1], [0.0, 0.1, 0.1], [-0.1, 0.0, 0.0], [-0.2, 0.0, 0.2], [0.1, -0.4, -0.3], [0.4, 2.0, 0.1], [-0.2, -0.3, -0.2], [0.2, -0.4, 0.3], [0.0, 0.2, 0.0], [-0.1, 0.0, 0.0], [0.0, 0.1, 0.0], [0.2, -0.3, 0.0], [-0.2, -0.3, 0.2], [-0.1, 0.1, -0.4], [0.0, 0.1, 0.1], [-0.1, 0.1, 0.0], [0.1, 0.0, 0.0], [0.3, 0.0, -0.4], [0.2, 0.0, -0.1], [0.1, 0.0, 0.0], [0.0, 0.0, 0.0], [0.2, 0.0, -0.1], [-0.1, 0.1, -0.1], [0.0, 0.0, 0.1], [0.0, 0.1, 0.0], [0.0, 0.0, -0.1], [-0.1, 0.0, -0.1], [0.0, 0.0, 0.1], [-0.1, -0.1, 0.0], [0.0, 0.0, 0.0], [0.0, 0.0, 0.0], [-0.1, 0.0, 0.2], [0.2, 0.7, 0.2], [-1.2, -0.3, 0.6], [0.0, 0.0, 0.3], [0.9, 0.1, -0.2], [-0.1, 0.7, 0.8], [-0.4, -1.3, 1.2], [-0.1, 0.1, 0.3], [0.0, 0.0, 0.2], [0.2, 0.4, -0.9], [-0.2, -0.7, 0.2], [0.2, 0.0, -0.1], [-0.7, 0.3, 1.3], [-2.6, -6.4, -6.3], [0.2, 1.0, 0.5], [0.4, 1.4, -0.1], [0.9, 1.2, 0.9], [0.3, -0.1, 0.2], [0.9, 0.7, 0.3]],
  "e_above_lowest_kcal_mol": 96.2,
  "charge": -2,
  "energy_ev": -149924.2264
}

{
  "formula": "C18H16AuBrINO",
  "method": "ωB97M-V/def2-TZVPD",
  "species": ["Au", "I", "C", "C", "C", "C", "C", "C", "C", "C", "C", "C", "H", "H", "H", "H", "H", "H", "Br", "C", "C", "C", "C", "C", "N", "H", "H", "H", "H", "C", "O", "C", "C", "H", "H", "H", "H", "H", "H"],
  "positions_angstrom": [[-0.026, 0.377, 0.723], [-1.761, 0.105, 2.969], [-2.746, -1.364, 1.736], [-3.961, -1.803, 2.187], [-4.649, -2.787, 1.466], [-4.069, -3.337, 0.357], [-2.801, -2.916, -0.092], [-2.185, -3.538, -1.195], [-0.925, -3.174, -1.575], [-0.268, -2.122, -0.923], [-0.849, -1.418, 0.106], [-2.108, -1.863, 0.586], [-4.389, -1.398, 3.092], [-5.612, -3.124, 1.819], [-4.569, -4.129, -0.181], [-2.717, -4.327, -1.709], [-0.431, -3.666, -2.397], [0.732, -1.874, -1.243], [3.287, 0.480, 1.247], [2.879, 0.631, -0.598], [3.878, 0.837, -1.516], [3.534, 0.913, -2.865], [2.185, 0.749, -3.213], [1.265, 0.515, -2.227], [1.590, 0.450, -0.923], [4.901, 0.939, -1.194], [4.287, 1.079, -3.618], [1.870, 0.792, -4.244], [0.219, 0.361, -2.441], [1.903, 4.285, 0.561], [1.249, 3.054, 0.303], [0.736, 2.283, 1.268], [0.827, 2.717, 2.695], [2.781, 4.150, 1.199], [1.220, 5.000, 1.027], [2.220, 4.659, -0.411], [1.710, 3.322, 2.916], [0.845, 1.836, 3.331], [-0.054, 3.305, 2.978]],
  "forces_ev_per_angstrom": [[-0.5, 0.8, 0.3], [-1.4, -0.6, 1.1], [0.1, 0.7, 0.7], [0.3, 0.3, 0.0], [0.1, -0.3, -0.3], [-0.3, 0.0, 0.2], [0.1, 0.3, 0.2], [0.2, -0.1, -0.2], [-0.3, -0.2, -0.1], [-0.1, 0.0, 0.3], [0.2, 0.3, 0.0], [-0.2, -0.5, -0.4], [0.0, 0.1, 0.1], [-0.1, 0.0, 0.0], [-0.1, -0.1, -0.1], [0.0, -0.1, -0.1], [0.0, -0.2, -0.1], [0.1, 0.1, -0.1], [0.3, 0.0, 0.2], [-1.9, -0.6, -0.7], [0.5, 0.3, -0.6], [-0.9, -0.2, 0.5], [1.1, 0.2, -0.4], [0.0, 0.0, 1.2], [2.9, 0.2, -1.6], [0.1, 0.0, 0.0], [0.1, 0.0, -0.1], [0.0, 0.0, -0.1], [-0.2, 0.0, 0.0], [0.4, 0.7, 0.3], [-1.0, -1.3, 1.5], [0.0, 0.1, -1.1], [0.6, 0.4, -0.2], [-0.1, -0.1, -0.1], [0.0, -0.1, 0.0], [0.0, 0.0, 0.1], [0.0, 0.1, 0.0], [-0.1, -0.1, -0.1], [-0.1, -0.1, -0.2]],
  "e_above_lowest_kcal_mol": 41.4,
  "energy_ev": -104295.0877
}

{
  "formula": "C18H16BF3O",
  "method": "ωB97M-V/def2-TZVPD",
  "species": ["C", "C", "C", "C", "C", "B", "F", "F", "F", "O", "H", "H", "H", "H", "H", "C", "C", "C", "C", "C", "C", "C", "C", "C", "C", "C", "C", "C", "H", "H", "H", "H", "H", "H", "H", "H", "H", "H", "H"],
  "positions_angstrom": [[2.087, -5.397, -0.775], [1.159, -4.633, 0.019], [1.159, -4.284, 1.331], [0.015, -3.494, 1.544], [-0.653, -3.414, 0.361], [1.618, 1.022, 0.777], [1.568, 1.250, 2.101], [2.441, 0.137, 0.269], [-1.778, -2.789, 0.009], [0.052, -4.055, -0.588], [2.627, -6.102, -0.143], [1.604, -6.010, -1.543], [2.880, -4.735, -1.154], [1.930, -4.488, 2.061], [-0.286, -3.112, 2.503], [-0.374, 0.432, -0.088], [-1.263, 1.223, 0.796], [-2.696, 1.254, 0.790], [-3.440, 1.983, 1.725], [-2.791, 2.805, 2.676], [-1.407, 2.973, 2.539], [-0.725, 2.301, 1.539], [0.086, 1.216, -1.264], [-0.513, 1.467, -2.539], [0.105, 2.258, -3.515], [1.298, 2.941, -3.239], [1.810, 2.869, -1.942], [1.192, 2.053, -1.006], [-0.381, -0.632, -0.115], [-3.257, 0.757, -0.013], [-4.541, 1.958, 1.722], [-3.350, 3.317, 3.474], [-0.855, 3.664, 3.196], [0.249, 2.703, 1.295], [-1.509, 1.102, -2.783], [-0.336, 2.372, -4.509], [1.859, 3.488, -4.008], [2.710, 3.414, -1.643], [1.703, 2.187, 0.138]],
  "forces_ev_per_angstrom": [[1.2, -0.7, -0.7], [-1.2, 1.0, 1.2], [0.5, -0.3, -0.7], [-1.5, 0.7, 0.5], [1.1, 0.0, 0.9], [-4.2, -4.4, 0.6], [1.1, 0.3, -0.6], [1.5, -0.2, 0.0], [0.8, -0.6, -0.1], [-0.4, -0.4, -0.5], [-0.1, 0.0, 0.2], [0.2, 0.4, -0.1], [-0.3, -0.3, -0.5], [-0.2, -0.2, -0.1], [-0.2, 0.2, -0.1], [3.2, 2.2, 1.5], [-1.9, 1.9, 0.2], [0.4, -0.5, 0.0], [0.2, 0.6, 0.6], [0.0, -0.6, -0.3], [-0.7, 0.5, 0.2], [-0.3, -0.2, 0.0], [0.3, 1.6, -0.3], [0.3, 0.0, 0.3], [0.4, 0.2, 0.3], [0.1, -0.4, 0.2], [0.6, 0.2, 0.4], [0.1, 0.3, -0.7], [-0.5, -0.6, -0.3], [0.4, -0.3, 0.5], [0.6, -0.1, -0.1], [0.3, -0.3, -0.5], [-0.4, -0.2, -0.5], [-0.1, -0.3, 0.4], [0.3, -0.5, 0.3], [0.0, -0.1, 0.4], [-0.5, -0.2, 0.4], [-0.3, -0.1, -0.3], [-0.8, 1.0, -2.5]],
  "e_above_lowest_kcal_mol": 30.8,
  "energy_ev": -29799.2476
}